{"formula": "C18H17N5O", "method": "the ωB97M-V functional and the def2-TZVPD basis", "symbols": ["N", "C", "N", "C", "N", "C", "C", "C", "O", "N", "C", "C", "C", "N", "C", "C", "C", "C", "C", "C", "C", "C", "C", "C", "H", "H", "H", "H", "H", "H", "H", "H", "H", "H", "H", "H", "H", "H", "H", "H", "H"], "positions_angstrom": [[0.04104, 0.71640, 0.16811], [0.32226, -0.15449, -0.83403], [0.81993, -1.32764, -0.76990], [1.15625, -1.93804, 0.39120], [0.64086, -1.57096, 1.53717], [0.87246, -2.27784, 2.70180], [1.57066, -3.43711, 2.68250], [1.99471, -3.94128, 1.40653], [2.62653, -4.94812, 1.18244], [1.87513, -3.09210, 0.31834], [1.81631, -4.00699, 4.03073], [0.98866, -3.08390, 4.96301], [0.56742, -1.84594, 4.13006], [0.10026, 0.15998, -2.10514], [-0.02853, 1.50661, -2.51026], [1.08420, 2.19575, -2.92350], [1.05272, 3.51192, -3.31721], [-0.19822, 4.19530, -3.33561], [-1.35184, 3.52841, -2.87997], [-2.59216, 4.21523, -2.85395], [-3.73581, 3.56311, -2.40431], [-3.68073, 2.23039, -1.95934], [-2.48393, 1.53230, -1.99382], [-1.29495, 2.15930, -2.47968], [-0.68765, 1.37785, -0.11009], [-0.01417, 0.23026, 1.07498], [1.95007, -3.50044, -0.61057], [1.48256, -5.05638, 4.10144], [2.89324, -3.96554, 4.29299], [0.04655, -3.55331, 5.26893], [1.56676, -2.80878, 5.87023], [-0.47612, -1.63742, 4.26826], [1.10446, -0.94572, 4.37727], [0.57652, -0.50903, -2.69354], [2.00540, 1.65348, -2.93693], [1.97130, 3.95915, -3.64564], [-0.19913, 5.26716, -3.62415], [-2.67222, 5.23556, -3.21322], [-4.68591, 4.08107, -2.40710], [-4.55734, 1.75719, -1.54296], [-2.46759, 0.52464, -1.61506]], "atomic_forces_ev_per_a": [[-0.6, -0.1, -0.5], [-0.2, 0.2, 1.1], [2.1, -2.5, 0.7], [-1.6, -0.4, 1.1], [-0.4, 1.3, 1.4], [1.0, 0.0, -1.0], [-0.6, 0.3, -0.3], [1.7, -0.1, -0.2], [0.2, -1.7, 0.5], [-1.3, 1.2, -0.7], [0.2, -0.5, 0.5], [0.0, 0.3, 0.3], [0.2, -0.6, -0.8], [-0.8, 1.3, -1.5], [-0.4, 0.8, -0.5], [-0.2, -1.1, 0.3], [-2.4, 1.6, -0.5], [2.6, -0.3, 0.1], [-0.1, 0.3, -0.3], [-1.3, -0.9, 0.4], [0.8, 0.7, -0.5], [1.1, -0.4, 0.1], [-0.6, 0.8, -0.1], [0.0, -0.1, 0.3], [0.5, -0.1, 0.6], [0.0, 0.2, -0.4], [0.5, 0.0, 0.4], [0.3, 0.3, 0.0], [-0.5, -0.2, -0.2], [0.4, -0.2, 0.1], [-0.5, -0.2, -0.5], [-0.6, 0.2, 0.0], [0.4, 0.4, 0.0], [-0.1, 0.2, -0.2], [0.6, -0.2, 0.0], [0.1, 0.4, -0.1], [-0.3, -0.9, 0.2], [0.2, -0.1, 0.1], [0.0, 0.1, 0.0], [-0.1, 0.0, -0.1], [0.2, -0.3, -0.1]], "nbo_charge": [-0.82, 0.65, -0.65, 0.62, -0.63, 0.29, -0.21, 0.64, -0.62, -0.58, -0.41, -0.39, -0.44, -0.60, 0.13, -0.22, -0.20, -0.17, -0.09, -0.16, -0.21, -0.20, -0.23, -0.01, 0.40, 0.45, 0.43, 0.22, 0.21, 0.21, 0.21, 0.22, 0.22, 0.43, 0.22, 0.22, 0.22, 0.22, 0.22, 0.22, 0.23], "spin_multiplicity": 1, "energy_ev": -28441.2562, "orbital_gap_ev": 7.86, "homo_ha": -0.292}